No. 1
This record from the Open Molecules 2025 dataset describes a 2-piece molecular cluster, C5H14 overall. The level of theory is ωB97M-V/def2-TZVPD.

Positions of all 19 atoms, in Å:
1 C -0.661 -2.099 -2.488
2 C -0.277 0.243 2.236
3 C -1.022 -1.002 -1.608
4 C 1.144 2.104 0.675
5 C 1.086 0.870 1.645
6 H -1.133 0.796 1.851
7 H 1.577 1.295 2.466
8 H -0.984 -3.091 -2.257
9 H -1.322 -1.855 -3.472
10 H 0.138 2.226 0.212
11 H -1.321 -1.328 -0.599
12 H -0.353 0.517 3.244
13 H 0.408 -2.332 -2.634
14 H -0.556 -0.737 1.986
15 H -1.741 -0.172 -1.923
16 H 1.593 2.942 0.850
17 H -0.090 -0.315 -1.292
18 H 1.854 1.806 -0.090
19 H 1.660 0.131 1.196

The structure (SMILES) is CCC.CC. The calculation puts the energy above the lowest of the compared OMol25 structures with the same formula, charge and spin at 2.510 eV.

No. 2
This record from the Open Molecules 2025 dataset describes a 2-piece molecular cluster, C5H14 overall. The level of theory is ωB97M-V/def2-TZVPD.

Positions of all 19 atoms, in Å:
1 C 1.595 -1.186 0.996
2 C -0.795 1.813 -2.191
3 C -0.018 1.950 -0.919
4 C -1.066 -1.237 1.062
5 C 0.295 -1.758 1.469
6 H -0.621 2.681 -2.840
7 H 1.331 -0.921 -0.088
8 H 0.187 0.978 -0.405
9 H -0.990 -1.022 -0.015
10 H -0.552 2.499 -0.144
11 H 0.480 -1.578 2.597
12 H 0.322 -2.848 1.379
13 H 2.404 -1.904 0.854
14 H 1.921 -0.248 1.443
15 H -1.780 -2.026 1.237
16 H 0.960 2.402 -1.114
17 H -1.870 1.748 -2.094
18 H -1.358 -0.326 1.584
19 H -0.445 0.984 -2.810

Its total charge is +1. The spin multiplicity is 2. The calculation puts the energy above the lowest of the compared OMol25 structures with the same formula, charge and spin at 0.429 eV.